[1]
{
  "formula": "C12H15NO5",
  "method": "ωB97M-V/def2-TZVPD",
  "e_homo_ev": -9.890,
  "e_above_lowest_ev": 5.2048,
  "total_charge": 0,
  "lumo_ev": -1.373,
  "orbital_gap_ev": 8.5,
  "smiles": "CCCOCC1=CC(=O)C(CON=O)=C(C)C1=O",
  "multiplicity": 1,
  "symbols": ["O", "O", "O", "O", "O", "N", "C", "C", "C", "C", "C", "C", "C", "C", "C", "C", "C", "C", "H", "H", "H", "H", "H", "H", "H", "H", "H", "H", "H", "H", "H", "H", "H"],
  "xyz": [[3.17, -0.57, -0.27], [0.00, 3.30, 0.39], [-0.40, 2.71, -3.11], [-0.22, -2.14, 1.07], [-0.97, 0.88, -3.99], [-0.08, 1.63, -3.94], [0.23, 0.99, 0.78], [1.02, -0.08, 0.62], [2.13, 0.05, -0.37], [1.93, 1.03, -1.49], [-3.34, -2.27, 3.14], [0.75, 3.12, -2.35], [-2.31, -2.82, 2.12], [-1.45, -1.67, 1.61], [0.40, 2.22, -0.02], [0.91, -1.38, 1.40], [2.73, 0.78, -2.73], [1.09, 2.07, -1.33], [2.88, 1.70, -3.28], [-0.58, 0.94, 1.49], [0.98, -1.18, 2.47], [-2.89, -3.19, 1.29], [3.71, 0.40, -2.48], [-3.26, -1.18, 3.19], [-1.23, -1.00, 2.44], [1.58, 3.40, -2.99], [-4.36, -2.48, 2.84], [-1.98, -1.13, 0.83], [0.41, 4.00, -1.81], [2.21, 0.10, -3.39], [-1.71, -3.61, 2.57], [-3.15, -2.62, 4.15], [1.77, -1.99, 1.14]],
  "lowdin_charge": [0.126, 0.116, -0.081, -0.117, 0.088, -0.040, 0.085, -0.076, -0.271, -0.117, -0.097, -0.123, -0.204, -0.238, -0.315, -0.164, -0.018, -0.083, 0.075, 0.122, 0.137, 0.103, 0.086, 0.063, 0.107, 0.122, 0.066, 0.130, 0.124, 0.093, 0.109, 0.068, 0.125]
}

***

[2]
{
  "formula": "C24H69AsF6N5O10",
  "method": "ωB97M-V/def2-TZVPD",
  "e_homo_ev": -6.443,
  "total_charge": -1,
  "lumo_ev": 2.400,
  "orbital_gap_ev": 8.8,
  "multiplicity": 1,
  "symbols": ["As", "F", "F", "F", "F", "F", "F", "O", "O", "O", "O", "O", "O", "O", "O", "O", "O", "N", "N", "N", "N", "N", "C", "C", "C", "C", "C", "C", "C", "C", "C", "C", "C", "C", "C", "C", "C", "C", "C", "C", "C", "C", "C", "C", "C", "C", "H", "H", "H", "H", "H", "H", "H", "H", "H", "H", "H", "H", "H", "H", "H", "H", "H", "H", "H", "H", "H", "H", "H", "H", "H", "H", "H", "H", "H", "H", "H", "H", "H", "H", "H", "H", "H", "H", "H", "H", "H", "H", "H", "H", "H", "H", "H", "H", "H", "H", "H", "H", "H", "H", "H", "H", "H", "H", "H", "H", "H", "H", "H", "H", "H", "H", "H", "H", "H"],
  "xyz": [[-0.20, 0.69, -0.53], [-0.69, 1.07, 1.16], [0.60, 2.34, -0.76], [-1.10, -0.91, -0.40], [1.37, 0.03, 0.03], [-1.78, 1.46, -1.03], [0.20, 0.32, -2.19], [-4.89, 1.82, 1.66], [4.24, -5.07, -1.52], [-1.09, -4.32, 2.86], [0.76, 3.38, -3.91], [4.38, 2.43, 1.32], [-0.25, -0.55, 5.38], [-2.17, 0.43, -6.37], [2.04, 1.30, 4.92], [1.75, 0.82, -4.24], [-2.61, 1.43, 2.91], [1.64, 4.47, 0.61], [-6.13, 4.85, 3.36], [-3.65, 1.17, -3.28], [1.79, -4.18, 3.77], [3.48, -1.67, -0.03], [3.79, 5.48, 1.18], [4.48, -3.72, -0.98], [-5.67, 3.47, 3.30], [3.19, 2.96, 1.62], [5.44, -5.66, -2.00], [1.23, 2.94, -5.22], [3.15, -2.99, -0.63], [-2.48, 0.29, -7.80], [3.06, 4.21, 0.76], [2.13, -2.77, -1.70], [-6.39, 2.61, 4.33], [-0.05, 0.19, 4.24], [-5.79, 2.92, 1.84], [-0.08, -5.32, 2.59], [-2.42, -0.95, -3.47], [1.46, 0.46, 3.95], [1.38, -4.81, 2.48], [-1.47, -3.64, 1.65], [2.42, -5.89, 2.13], [-4.90, 1.12, 0.44], [-3.25, 0.33, -5.48], [-2.73, 0.42, -4.08], [1.10, 1.44, -5.33], [4.69, 1.24, 2.01], [-6.79, 2.70, 1.49], [-0.60, -3.12, 1.25], [2.43, 0.77, 5.61], [1.49, -3.96, 1.80], [4.87, 1.32, 3.08], [1.46, 3.16, -3.29], [-4.08, 1.00, -5.65], [5.22, -6.25, -2.89], [-3.71, -0.64, -5.66], [5.97, -6.29, -1.29], [6.21, -4.95, -2.30], [5.54, 0.78, 1.50], [3.74, 6.08, 0.27], [-3.35, 1.26, 2.34], [-5.94, 1.61, 4.39], [4.80, 5.29, 1.56], [2.55, -1.27, 0.05], [-2.55, -0.83, -2.40], [-0.06, -5.90, 3.51], [-5.91, 0.87, 0.12], [1.45, 1.01, -6.26], [-5.33, 3.66, 1.18], [2.17, -1.93, -2.39], [-1.80, 0.98, -4.01], [2.65, -3.61, 0.12], [3.39, -5.51, 1.82], [-3.16, -1.67, -3.83], [3.16, 5.99, 1.92], [1.99, -0.49, 4.06], [2.29, 3.21, -5.16], [-5.55, 5.44, 2.79], [-3.57, 2.17, -3.41], [-0.06, -0.02, 6.16], [3.85, -1.88, 0.88], [-4.61, 3.59, 3.52], [-1.59, 0.45, -8.41], [-3.09, 1.03, -2.45], [1.11, 0.64, -3.54], [2.44, 2.17, 1.52], [-1.88, -4.29, 0.88], [5.08, -3.70, -0.07], [3.43, 3.83, -0.19], [-1.41, -1.24, -3.75], [-2.94, -0.67, -8.01], [-0.47, -0.37, 3.41], [-0.55, 1.15, 4.37], [0.07, 1.08, -5.32], [2.01, -4.83, 4.52], [-4.36, 1.55, -0.40], [1.17, 3.67, 0.22], [-3.17, 1.10, -8.01], [-6.09, 5.25, 4.29], [2.15, -3.76, -2.16], [-6.47, 3.17, 5.26], [-0.37, -6.04, 1.83], [-2.25, -2.89, 1.76], [-7.43, 2.44, 4.07], [2.04, -6.50, 1.30], [-1.84, 1.37, 2.34], [1.57, 5.15, -0.12], [1.57, 0.77, 2.91], [3.12, 3.27, 2.66], [0.90, 3.47, -6.11], [3.92, 0.47, 1.94], [2.49, -6.53, 3.00], [-4.45, 0.15, 0.64], [1.04, -3.62, 4.16], [5.03, -3.15, -1.73], [1.14, -2.77, -1.23]],
  "lowdin_charge": [1.027, -0.268, -0.282, -0.288, -0.262, -0.279, -0.240, -0.243, -0.190, -0.180, -0.081, -0.157, -0.053, -0.201, -0.066, -0.073, -0.061, 0.037, 0.009, 0.041, 0.026, 0.056, -0.048, -0.153, -0.424, -0.268, -0.135, -0.210, -0.440, -0.056, -0.446, -0.053, -0.055, -0.272, -0.144, -0.194, -0.037, -0.234, -0.408, -0.100, -0.056, -0.095, -0.238, -0.470, -0.255, -0.093, 0.123, 0.067, 0.080, 0.102, 0.086, 0.064, 0.119, 0.081, 0.112, 0.075, 0.075, 0.088, 0.069, -0.015, 0.083, 0.076, 0.016, 0.056, 0.117, 0.085, 0.113, 0.120, 0.087, 0.122, 0.101, 0.070, 0.074, 0.073, 0.113, 0.108, 0.066, 0.082, 0.084, 0.061, 0.133, 0.080, 0.015, 0.019, 0.101, 0.082, 0.114, 0.132, 0.085, 0.078, 0.111, 0.114, 0.094, 0.055, 0.072, 0.020, 0.077, 0.063, 0.077, 0.068, 0.116, 0.085, 0.072, 0.074, -0.027, 0.065, 0.084, 0.131, 0.111, 0.061, 0.071, 0.093, 0.061, 0.117, 0.071]
}

***

[3]
{
  "formula": "C4H13NO2",
  "method": "ωB97M-V/def2-TZVPD",
  "e_homo_ev": [-13.745, -13.745],
  "e_above_lowest_ev": 0.5410,
  "total_charge": 1,
  "lumo_ev": [-3.475, -7.205],
  "orbital_gap_ev": [10.3, 6.5],
  "multiplicity": 2,
  "symbols": ["O", "O", "N", "C", "C", "C", "C", "H", "H", "H", "H", "H", "H", "H", "H", "H", "H", "H", "H", "H"],
  "xyz": [[1.54, -2.36, 5.29], [-2.40, 4.33, -0.92], [-0.26, 0.11, 0.18], [-0.15, -0.28, -1.12], [2.17, -1.53, -1.09], [-1.37, 0.14, -1.93], [0.82, -1.13, -1.60], [0.83, -1.45, -2.64], [-3.00, 4.04, -1.59], [2.98, -1.02, -1.62], [1.03, -3.02, 4.86], [0.59, 0.06, 0.73], [-0.75, 1.00, 0.21], [-2.21, -0.55, -1.84], [0.88, -1.98, 5.87], [-1.10, 0.10, -2.99], [2.25, -1.18, -0.06], [2.33, -2.59, -1.31], [-1.61, 1.15, -1.62], [-2.50, 5.30, -0.87]],
  "lowdin_spin": [0.000, 0.000, 0.234, 0.187, 0.065, 0.014, 0.424, 0.012, 0.000, 0.026, 0.000, 0.006, 0.008, 0.006, 0.000, 0.001, 0.000, 0.016, 0.000, 0.000]
}

***

[4]
{
  "formula": "C15H49N4O7",
  "method": "ωB97M-V/def2-TZVPD",
  "e_homo_ev": -3.506,
  "total_charge": -1,
  "lumo_ev": 2.482,
  "orbital_gap_ev": 6.0,
  "multiplicity": 1,
  "symbols": ["O", "O", "O", "O", "O", "O", "O", "N", "N", "N", "N", "C", "C", "C", "C", "C", "C", "C", "C", "C", "C", "C", "C", "C", "C", "C", "H", "H", "H", "H", "H", "H", "H", "H", "H", "H", "H", "H", "H", "H", "H", "H", "H", "H", "H", "H", "H", "H", "H", "H", "H", "H", "H", "H", "H", "H", "H", "H", "H", "H", "H", "H", "H", "H", "H", "H", "H", "H", "H", "H", "H", "H", "H", "H", "H"],
  "xyz": [[2.44, 1.72, -3.76], [-1.35, -0.93, -2.42], [3.29, -0.02, -1.60], [-1.75, 3.52, -2.68], [2.30, -1.84, -3.42], [2.84, -0.01, 4.06], [-2.58, -3.56, 1.82], [0.72, -0.48, 2.11], [0.71, 0.39, -0.57], [-0.59, -3.15, -0.23], [-0.50, 3.00, -0.16], [0.65, 0.66, 3.06], [-0.78, 1.04, 3.35], [0.11, 3.73, -1.32], [-0.35, 3.19, -2.64], [-2.51, -0.38, -1.93], [1.48, 0.27, 4.30], [-0.52, -5.45, 0.61], [-2.64, -0.13, -0.39], [1.61, 3.69, -1.09], [-1.33, -4.43, -0.13], [3.66, 1.06, 3.66], [-2.70, -4.12, 0.52], [-2.32, 3.37, -3.96], [4.20, -0.36, -0.60], [-3.72, -2.81, 2.23], [4.33, -1.45, -0.58], [-3.40, 3.30, -3.83], [-4.62, -3.40, 2.03], [0.56, 0.06, 0.41], [0.29, -1.32, 2.49], [-3.32, -3.48, -0.11], [1.96, 4.19, -0.19], [-1.47, 2.74, -0.23], [1.70, -0.72, 2.00], [-1.36, 0.27, 3.87], [1.14, 1.52, 2.61], [0.46, -5.59, 0.15], [4.56, 1.14, 4.27], [1.40, 1.12, 4.99], [-2.04, 4.15, -4.67], [3.93, 0.95, 2.61], [1.71, 0.39, -0.86], [1.10, -0.65, 4.73], [2.80, 1.05, -3.14], [3.19, 2.04, 3.82], [-3.59, -2.79, 3.31], [1.77, -1.30, -4.02], [-0.25, 2.10, -2.73], [-0.78, -2.60, 0.61], [3.20, 2.26, -3.99], [-3.69, -0.06, -0.07], [-2.24, -1.00, 0.14], [-1.13, -2.56, -0.88], [-1.51, -4.71, -1.17], [2.68, -1.20, -2.77], [2.02, 2.67, -1.12], [5.15, 0.16, -0.79], [-3.29, -5.04, 0.65], [-0.30, -5.17, 1.64], [0.09, -0.15, -1.19], [-0.46, 3.65, 0.62], [3.83, -0.12, 0.42], [-1.07, -6.39, 0.51], [-2.73, 0.54, -2.50], [-0.22, 4.77, -1.30], [-2.14, 0.78, -0.07], [-2.07, 2.41, -4.41], [0.47, 1.40, -0.53], [0.09, 3.63, -3.53], [-1.20, 1.20, 2.36], [-0.95, 1.98, 3.88], [2.16, 4.14, -1.93], [-3.36, -1.06, -2.17], [-3.79, -1.82, 1.80]],
  "lowdin_charge": [-0.080, -0.362, -0.440, -0.210, -0.117, -0.186, -0.216, 0.044, 0.256, 0.052, 0.029, -0.418, -0.056, -0.404, -0.180, -0.518, -0.215, -0.082, -0.113, -0.064, -0.422, -0.112, -0.206, -0.132, -0.300, -0.112, 0.060, 0.083, 0.084, 0.061, 0.095, 0.120, 0.072, 0.067, 0.090, 0.080, 0.133, 0.075, 0.084, 0.124, 0.080, 0.076, 0.063, 0.131, -0.003, 0.086, 0.083, 0.010, 0.126, 0.032, 0.024, 0.053, 0.028, 0.036, 0.143, -0.023, 0.057, 0.050, 0.117, 0.075, 0.077, 0.080, 0.025, 0.073, 0.066, 0.131, 0.019, 0.091, 0.047, 0.127, 0.064, 0.077, 0.078, 0.068, 0.069]
}